#A
85
Properties=species:S:1:pos:R:3 method="wB97M-V/def2-TZVPD" e_lumo_ev=0.74 molar_mass_g_mol=445.69 homo_lumo_gap_ev=9.9896 smiles=COC[C@H](C)N.COC[C@H](C)N.COC[C@H](C)N.COC[C@H](C)N.COC[C@H](C)N total_charge=0
C -41.8629 1.4134 -27.1934
N -39.3961 -1.6161 -27.4892
O -35.7020 -1.0763 -26.9004
H -35.4797 -1.0116 -30.5644
N -32.6464 2.6049 -37.4177
H -34.4766 0.4422 -27.1414
H -33.3616 2.2085 -37.9869
H -39.0058 3.3287 -27.9859
H -32.8823 -1.5602 -30.3876
C -34.6365 -0.4363 -27.5510
C -36.4589 -3.9392 -32.8630
H -35.4943 -4.9656 -35.9003
H -34.3776 3.6888 -36.9370
H -35.8673 1.3289 -32.6648
H -37.3472 -4.4118 -32.6830
H -32.3593 5.3441 -33.5334
C -36.9611 -3.5784 -30.6169
H -39.8347 1.3745 -26.9916
C -40.4277 1.7049 -27.8430
C -36.0426 0.8273 -31.7627
H -38.2836 -0.8799 -25.9691
H -39.3388 1.4729 -29.4728
C -38.0304 -1.5553 -26.8158
H -36.5597 2.4330 -30.5463
H -36.8094 -5.2583 -35.1913
C -35.3394 -4.3444 -33.8605
H -32.3343 4.7196 -35.8886
H -35.0272 -5.3220 -33.5853
H -37.9451 -3.9107 -30.6695
O -41.9262 1.8621 -25.8291
H -37.3075 0.0588 -27.8590
H -36.7495 -2.8152 -33.3049
H -33.7568 -3.0836 -33.1629
H -36.9033 -3.0302 -25.7700
C -34.2521 -3.3520 -34.0273
N -37.4261 0.4363 -31.7913
C -35.8155 1.8266 -30.7116
N -36.0481 -4.4823 -35.1952
H -38.6878 -3.3140 -25.4491
H -35.1901 2.2279 -34.9752
H -39.5677 -0.6172 -27.7633
H -37.4016 -0.4614 -32.4395
C -35.1179 -0.4643 -31.5551
H -31.9439 -0.5428 -31.0396
O -33.7386 0.0313 -31.5539
H -36.5888 -3.9664 -29.7491
H -40.9635 3.7742 -28.7588
H -33.8990 5.4633 -32.7537
C -33.5714 3.0659 -36.4202
H -34.6934 -2.2576 -34.3100
H -43.7269 2.7755 -25.7705
H -32.1169 3.2559 -38.0747
H -43.7980 1.1020 -25.3489
H -34.9171 2.1986 -30.6910
C -32.8658 3.9942 -35.4340
H -39.9544 -1.7673 -26.7838
H -37.1877 -2.5988 -30.6528
N -40.1765 1.0367 -29.0258
H -40.7607 1.2184 -29.7325
H -35.9369 1.5235 -29.6411
H -42.0846 0.4768 -27.1865
C -37.7965 -2.9951 -26.2957
H -42.7809 2.3864 -24.2338
H -33.5697 -3.7261 -34.9073
H -32.5958 -1.7380 -32.1075
H -33.9226 -1.0706 -27.1403
O -35.9576 -3.9659 -31.5534
C -36.9711 -1.0408 -27.6813
H -35.4781 -0.9346 -32.4321
H -33.0933 4.1827 -32.6508
H -37.8573 -3.8919 -26.8602
H -36.7737 -1.7027 -28.6079
C -40.2290 3.2660 -27.9991
C -32.7853 -0.8539 -31.3313
O -33.7273 4.4564 -34.4117
H -34.3764 -0.4158 -28.5961
H -31.9228 3.4968 -34.9956
H -42.6919 1.8521 -27.7582
H -33.5906 1.2652 -35.1904
C -33.2724 4.9710 -33.1586
H -34.7140 1.2155 -36.5376
C -43.1743 1.9591 -25.2413
C -34.3058 1.9907 -35.7589
H -40.5427 3.7984 -27.1053
H -37.4476 0.0231 -30.9816

#B
85
Properties=species:S:1:pos:R:3 method="wB97M-V/def2-TZVPD" e_lumo_ev=0.58 molar_mass_g_mol=445.69 homo_lumo_gap_ev=9.5257 smiles=COC[C@H](C)N.COC[C@H](C)N.COC[C@H](C)N.COC[C@H](C)N.COC[C@H](C)N total_charge=0
H 2.8847 -6.5253 5.2418
H 4.3473 -0.0446 -1.8888
C -2.2985 6.1034 -7.1473
C -3.0639 -2.3124 0.6233
H -2.4867 -0.2734 0.6243
H 0.7476 -5.6800 4.4775
H -1.7952 -1.1608 -0.6780
H 0.6775 3.2766 3.1543
C -3.2675 3.9911 -7.9259
H -3.1055 -3.1228 -0.1045
C 2.8158 4.4964 5.2844
H -0.7610 -7.4992 5.7473
H -2.7378 -5.3362 7.3213
O -1.5254 -5.5823 5.6172
H 3.0687 -2.2079 -6.0356
H 4.4716 -2.7726 -3.3816
O 1.6143 4.3766 4.4369
H -2.5816 0.6433 -2.3141
C 3.4388 -0.4208 -2.3592
H 0.1075 0.2145 4.7971
H -0.2865 2.4846 5.1027
H -4.4167 1.0519 -2.2371
C 1.3935 3.0768 3.9514
H 2.2816 2.7673 3.4005
H -2.8270 -6.9425 6.6204
H 2.6748 0.3441 -2.4983
H -2.9351 7.0971 -4.5826
H 3.7374 -3.6020 -5.3079
H 6.7208 -2.7346 -6.4524
H -5.0969 -1.7107 1.0577
H -1.6684 6.1541 -8.0352
C 0.8647 -5.9088 5.5368
H -3.3478 8.8055 -4.8946
C -2.7141 -5.8853 6.3800
O 3.6735 -0.8555 -3.6723
H 4.1765 -3.1028 -7.0226
C 1.5016 1.8047 6.1071
C 5.0747 -1.9632 -5.3152
H 1.1664 -4.5867 7.1593
H 7.1705 -2.1640 -5.0330
C 3.9872 -2.7933 -5.9948
H -3.9683 7.5035 -7.7202
C -2.5950 7.5344 -6.6369
H -4.4200 7.6529 -5.4727
H -2.2299 -3.3513 2.1948
N 0.5410 0.8523 4.1450
N -1.9673 -2.7906 1.3968
C 0.6990 2.0719 4.8865
H 1.4466 0.4502 3.9489
H -2.8286 3.9140 -8.9207
H 2.8411 4.3743 6.3672
C -4.2547 -2.0873 1.6382
H -3.9287 -1.4096 2.4272
H 1.3672 2.5976 6.8428
C -0.5181 -6.4948 6.0942
H 1.9075 -7.8641 5.8311
O -3.8037 -0.5416 -1.0417
H 3.5810 3.9113 4.7743
H -2.8125 8.2508 -8.5375
H -3.4760 1.4953 -1.0785
H -0.4408 -6.5607 7.1795
H 2.0889 -4.2832 5.9891
H 4.9372 -0.9606 -5.7201
H 5.6706 -1.4535 -3.3627
H -1.5703 -1.9825 1.8545
H 2.5845 -6.5675 6.8632
H -3.5049 -5.6722 5.6607
H -2.5495 3.5408 -7.2405
C 4.7540 -1.8183 -3.8262
H 3.1301 -1.1244 -1.5861
H -1.8917 5.5733 -6.2861
H 1.0714 0.9265 6.5886
H 3.0886 5.5501 5.2268
H -4.5297 -3.0212 2.1283
N 6.3989 -2.6162 -5.5025
H -4.2214 3.4646 -7.8921
C -3.5220 0.6484 -1.7630
C -2.7403 -0.9799 -0.1661
N 1.1313 -4.5612 6.1502
N -3.2838 8.2423 -7.6442
H 2.5585 1.5847 5.9566
H -1.6641 8.0996 -6.5917
O -3.4832 5.3969 -7.5331
C -3.3523 7.7966 -5.3071
C 2.0778 -6.7915 5.9246

#C
85
Properties=species:S:1:pos:R:3 method="wB97M-V/def2-TZVPD" e_lumo_ev=0.68 molar_mass_g_mol=445.69 homo_lumo_gap_ev=8.7118 total_charge=0
C -5.2356 -0.9652 1.1804
H 4.6113 -3.1518 -0.5433
H 1.5304 2.8675 2.2554
H -5.7875 1.3333 0.0522
H -4.7710 3.3670 -1.2046
H -1.1134 1.6748 2.7490
H -1.0413 2.6064 -0.3510
O 0.3963 1.5120 4.0649
H -3.3856 4.2254 -0.3794
H 2.2200 1.6363 5.0432
C -3.9352 3.2931 -0.5088
H -4.9754 3.1725 1.3730
H 0.5272 -4.1685 -0.8756
C 3.8309 1.0667 1.9083
H -6.1786 -1.0618 0.6424
H 5.5698 -1.7929 -0.8356
H 5.1339 -0.9536 1.4484
H -0.8833 3.1358 3.6613
H 2.9896 -1.1634 -1.2198
C -0.2635 3.9525 1.2060
H -1.4475 -1.5060 0.1820
C -1.8898 -0.5801 -0.1856
H 4.0695 -0.7829 3.8113
H -0.0839 1.1870 0.8338
H 1.5402 -1.1449 -5.5213
C 1.9429 -1.4039 -1.4060
H 1.8533 -2.4648 -1.1728
C -4.2637 2.6037 0.7747
C -0.2370 -3.6945 -3.7810
C 3.2300 -0.3707 2.0354
H -1.1171 -3.3813 -6.5261
H 4.3229 1.2867 0.9609
H -1.0978 3.6172 0.5899
H -2.8692 -0.6570 0.2866
C -0.3468 2.3152 3.1852
H -0.6662 0.7169 1.1326
H 0.9711 -5.7348 -1.4453
C 0.3937 0.3609 -0.7618
H -0.8279 -2.9523 -3.2442
H 4.1168 -2.1015 -1.9118
H 1.0761 1.1993 -0.6225
N 3.1234 -0.6999 3.4675
O 1.0859 -0.8363 -0.4087
N -2.9879 2.4865 1.4901
C -4.7760 1.1722 0.4251
C 4.5345 -2.1266 -0.9053
C 0.4830 2.7464 1.9794
O 0.8071 -4.0830 -2.8648
N 0.7928 1.6390 1.0508
H -2.3166 2.1077 0.8375
H 0.9603 2.3088 5.9092
H 4.6942 1.1836 2.5633
H 1.7715 -1.1308 -2.4472
C 0.9950 -1.6072 -4.6984
O 3.6903 -1.5164 0.0357
C -0.9377 0.5711 0.0871
H -3.3081 2.6079 -1.0792
H 0.4640 4.4485 0.5634
C 1.3445 2.2672 4.8900
H -3.2034 1.7156 2.1060
H 0.2330 0.2117 -1.8295
H -1.9725 -0.7141 -1.2642
H 3.1651 1.9188 2.0453
H -0.6444 -5.1577 -1.7793
C 4.1454 -1.4022 1.3502
H 0.1742 -0.9593 -4.3909
H -5.3595 -1.4886 2.1285
C 0.3990 -4.8481 -1.7181
N -1.5874 1.7569 -0.3440
H 1.4152 3.3347 4.6808
H 1.1129 -3.5330 -5.5331
H -1.6622 1.6180 -1.3416
H -0.8841 -4.5476 -3.9848
H 1.6493 -1.6090 -3.8266
N -0.6284 -2.6050 -6.1036
H -4.1424 0.7391 -0.3488
H -0.6168 4.7857 1.8135
H 2.7495 0.1626 3.8368
H -1.3222 -2.0802 -5.5904
H 2.2222 -0.4862 1.6366
O -4.7575 0.3274 1.5495
H 4.0353 -2.3090 1.9449
H 1.2166 0.8958 1.5877
H -4.3960 -1.4201 0.6547
C 0.3307 -2.9432 -5.0552

Most stable to least stable, the ends of the list are #B and #A.

#A
15
Properties=species:S:1:pos:R:3 method="wB97M-V/def2-TZVPD" e_lumo_ev=-4.21 molar_mass_g_mol=89.12 homo_lumo_gap_ev=9.2501 total_charge=+1
H 1.2775 -0.8343 -1.1771
O -1.3289 0.4808 -0.6080
H -3.1480 -0.4908 -0.2382
H 3.3315 0.4237 -0.8723
H -0.9863 -1.5648 -0.5215
N 2.9627 0.5568 0.0026
H -0.7511 -0.8703 1.1529
H -3.0526 0.7861 0.8548
H 1.6633 0.2794 1.4409
C 1.8372 0.0698 0.4262
H -3.3157 1.0968 -0.8342
H 3.6473 1.0432 0.6888
C -2.6728 0.4680 -0.1702
C -0.4040 -0.8818 0.1127
N 0.9398 -0.5624 -0.2575

#B
15
Properties=species:S:1:pos:R:3 method="wB97M-V/def2-TZVPD" e_lumo_ev=-3.39 molar_mass_g_mol=89.12 homo_lumo_gap_ev=11.4214 smiles="C[NH2+]CC(N)=O" total_charge=+1
C -0.6916 0.8923 0.0437
N 1.1101 -0.7094 0.1131
H 0.8505 -2.8112 0.1936
H 1.7384 -2.2465 -1.2958
H -2.6752 0.4379 -0.3261
H 2.5596 -2.2830 0.2261
H -2.2042 2.0627 -0.5282
N -1.9974 1.1553 -0.1334
H -0.5409 -0.9610 1.3162
O 0.2201 1.6766 -0.0836
H -0.8916 -1.2043 -0.3894
H 1.4566 -0.0109 -0.5530
C -0.3517 -0.5821 0.3177
H 1.5951 -0.5335 0.9895
C 1.5848 -2.1219 -0.2243

#C
15
Properties=species:S:1:pos:R:3 method="wB97M-V/def2-TZVPD" e_lumo_ev=-3.24 molar_mass_g_mol=89.12 homo_lumo_gap_ev=11.8297 smiles="C[NH2+]CC(N)=O" total_charge=+1
C 0.0618 0.6055 0.7569
H 1.5089 -0.7997 0.8187
C -0.7279 -0.7898 -1.8044
H -1.6279 -1.3948 -1.8853
O -0.9641 0.0582 1.1223
H 1.2187 2.3841 0.7897
H -0.1543 2.3898 1.6996
H 0.6390 -2.1418 -0.8558
H -0.1963 -0.8500 -2.7464
C 1.0377 -0.3265 -0.0562
H 1.7025 0.1715 -0.7456
H -0.5470 -1.4630 0.1320
H -0.8627 0.2914 -1.6816
N 0.3906 1.8535 1.0364
N 0.0949 -1.2959 -0.6752

Most stable to least stable, the ends of the list are #B and #A.

#A
16
Properties=species:S:1:pos:R:3 method="wB97M-V/def2-TZVPD" e_lumo_ev="-5.05 / -5.05" molar_mass_g_mol=110.14 homo_lumo_gap_ev="7.5696 / 7.5702" total_charge=+1
H 2.9729 -0.2704 -0.1960
H -1.5798 -0.7287 -2.5134
H 2.2564 -1.1926 -1.5186
C -1.4738 0.8264 0.7934
N -0.8148 -0.8525 -1.8803
H -3.4669 0.6874 0.6495
N -0.3650 1.0173 1.4063
C -0.3219 -0.4249 -0.8929
C 0.7767 0.5831 1.0523
H 0.7989 -1.4691 0.4604
H 2.0800 0.5627 -1.4663
N -2.6626 0.6213 1.2558
H 1.6822 0.9649 1.4886
C 2.1200 -0.3388 -0.8621
H -2.8461 0.4977 2.2491
C 0.8440 -0.4836 -0.0258

#B
16
Properties=species:S:1:pos:R:3 method="wB97M-V/def2-TZVPD" e_lumo_ev=-3.68 molar_mass_g_mol=110.14 homo_lumo_gap_ev=10.6987 total_charge=+1
H 2.1964 -1.7104 1.0683
C -1.6288 1.6129 -0.0867
N 1.2013 0.0185 0.2219
H -1.7134 0.0716 -1.6694
C -1.0452 0.6686 -1.0280
C 1.6820 -1.3766 0.1657
N 0.4586 -2.2034 0.1771
H 1.3966 0.6254 -0.5844
H -1.4912 0.9372 2.0575
H -2.2360 2.3540 -0.4168
N -0.5627 -1.5492 0.1635
H 2.1838 -1.8275 -0.6740
C -1.2094 0.9109 0.9823
H 1.4570 0.4433 1.1302
C -0.4026 -0.1039 0.1560
H -0.2864 1.1286 -1.6632

Most stable to least stable, the ends of the list are #A and #B.

#A
19
Properties=species:S:1:pos:R:3 method="wB97M-V/def2-TZVPD" e_lumo_ev="-0.24 / -0.47" molar_mass_g_mol=132.14 spin_multiplicity=2 homo_lumo_gap_ev="8.5441 / 9.8422" total_charge=0
O 1.5567 -1.1737 -0.9188
H 4.5969 -3.7186 0.1068
C 1.4753 -3.5493 -1.3714
H 3.3667 -4.9664 -0.1317
H 0.8357 -3.1608 -0.5688
H 1.4044 -4.6370 -1.4086
H 3.0403 -3.5833 0.9356
C 3.5223 -3.8913 0.0016
O -0.1566 -1.0425 0.6937
H 3.4073 -1.3452 0.0826
C 2.9153 -1.5397 -0.8876
C 3.7336 -0.8903 -1.9119
H 4.2862 -1.5411 -2.5928
H 1.1107 -3.1483 -2.3216
N 0.6586 -0.3119 0.1735
H 3.4937 -3.3522 -2.0788
O 0.8698 0.8591 0.1435
H 3.9373 0.1761 -1.8292
C 2.9213 -3.1315 -1.1614

#B
19
Properties=species:S:1:pos:R:3 method="wB97M-V/def2-TZVPD" e_lumo_ev="0.43 / -4.10" molar_mass_g_mol=132.14 spin_multiplicity=2 homo_lumo_gap_ev="10.6143 / 5.8240" total_charge=0
O -4.2115 -0.8593 1.3633
C 1.1680 1.0286 -1.3274
H -3.3651 -1.2809 1.0991
C -1.1589 0.1619 1.3090
H -0.3736 -0.3855 -1.1683
O -1.7602 -0.6800 0.6060
C 0.7201 -0.3417 -1.0684
C 0.9673 -0.9540 0.3522
H -3.8786 -0.1925 1.9930
O -1.5031 0.9880 2.1250
H 2.5368 2.3616 -2.2709
H 0.6559 -2.0085 0.3290
H 0.6712 1.8594 -0.8202
H 0.7822 0.6008 1.7691
H 2.9023 0.6083 -2.5045
H 1.3131 -1.0514 -1.6356
N 0.3080 -0.2346 1.4246
C 2.1807 1.3582 -2.1218
H 2.0454 -0.9784 0.5468

Most stable to least stable, the ends of the list are #B and #A.